1.
Computed, not measured: a 6-piece molecular cluster, C27H48NO15Si overall at a distorted geometry, with ωB97M-V/def2-TZVPD.

## Properties
LUMO level	-2.4	eV
net charge	+1

Atoms and positions in Å:
Si (-1.1373, -2.6386, -0.9639)
O (10.6850, -2.1867, 1.1487)
O (-6.3819, 0.9980, 0.0652)
O (4.2445, 1.8443, -2.3365)
O (6.4721, -6.0606, -2.4094)
O (-4.5266, 1.7975, 0.9932)
O (-4.7268, 1.7715, -1.2507)
O (8.6511, -1.2672, 1.1461)
O (-10.1777, 3.5564, 3.1787)
O (6.2601, 1.2455, -1.5862)
O (4.3691, -5.4266, -2.9412)
O (-7.9787, 3.1068, 3.0184)
O (9.7079, -1.6366, 3.1077)
O (5.6834, -4.0385, -1.7791)
O (-8.7300, 4.7166, 4.4048)
O (5.1912, -0.0724, -3.0671)
N (-1.2345, -0.8058, -1.1793)
C (9.6857, -1.6922, 1.9220)
C (-5.4906, 1.6315, 2.0613)
C (-8.8790, 3.7367, 3.4920)
C (0.2638, -3.0032, 0.2291)
C (-1.9753, 0.0460, -0.2274)
C (-10.9576, 4.2716, 4.1627)
C (-2.7923, -3.3419, -0.4149)
C (-1.6878, 1.4810, -0.7572)
C (5.2285, 0.9111, -2.3980)
C (-0.8041, -3.3177, -2.6916)
C (-5.1760, 1.5428, -0.1644)
C (-12.2849, 4.7207, 3.6092)
C (-6.4285, 0.6123, 1.4603)
C (-0.6031, 1.3378, -1.8795)
C (4.5576, -3.2672, -2.2288)
C (10.1714, -2.3067, -0.1868)
C (4.1361, -2.2325, -1.2229)
C (6.6885, 2.9173, 0.1429)
C (-7.8434, 0.6008, 1.9869)
C (6.0693, 2.6234, -1.1998)
C (-10.0015, 5.3809, 4.5225)
C (9.1264, -1.2194, -0.2113)
C (3.5480, -4.3571, -2.4682)
C (4.5659, 2.7230, -1.2436)
C (-0.0041, -0.0840, -1.6330)
C (8.0058, -1.4229, -1.1964)
C (5.6010, -5.2589, -2.3804)
H (-1.8059, -0.7364, -2.0298)
H (4.2047, 3.7298, -1.4374)
H (-1.4891, -2.8206, -3.3782)
H (-12.8522, 5.2564, 4.3695)
H (-2.7861, -3.6861, 0.6150)
H (0.1809, 2.0632, -1.7010)
H (-5.9995, -0.3932, 1.5365)
H (4.9544, -1.5449, -1.0235)
H (-0.9793, 1.3247, -2.8949)
H (-5.9624, 2.5919, 2.2457)
H (-8.3272, 1.5720, 1.9006)
H (7.7598, 2.7207, 0.1207)
H (-5.0054, 1.2854, 2.9707)
H (0.9938, -2.1917, 0.1913)
H (0.2868, -0.5346, -2.5728)
H (-1.6422, 0.0091, 0.8031)
H (-0.9654, -4.3892, -2.6760)
H (6.2609, 2.2814, 0.9195)
H (0.7677, -0.0107, -0.8778)
H (-1.2860, 2.1380, -0.0021)
H (-2.5851, 1.8270, -1.2552)
H (-11.1115, 3.5988, 5.0107)
H (-3.5596, -2.5871, -0.5799)
H (-10.1451, 5.7673, 5.5278)
H (-12.1480, 5.3718, 2.7449)
H (4.0932, 2.3333, -0.3384)
H (6.5288, 3.2478, -1.9705)
H (4.8434, -2.7770, -3.1632)
H (2.8045, -4.0830, -3.2151)
H (7.5179, -2.3862, -1.0399)
H (-0.0692, -3.0601, 1.2611)
H (7.2491, -0.6523, -1.0670)
H (-10.0229, 6.2068, 3.8086)
H (3.0448, -4.6834, -1.5526)
H (9.5889, -0.2386, -0.3639)
H (-7.8623, 0.2974, 3.0330)
H (-12.8701, 3.8635, 3.2780)
H (6.5326, 3.9610, 0.4139)
H (3.2821, -1.6619, -1.5923)
H (8.3754, -1.3802, -2.2210)
H (-3.0386, -0.1393, -0.2818)
H (9.7438, -3.3052, -0.3029)
H (10.9616, -2.1638, -0.9196)
H (0.8206, -3.8970, -0.0350)
H (3.8693, -2.6931, -0.2681)
H (0.2072, -3.0535, -2.9941)
H (-3.0150, -4.2050, -1.0361)
H (-8.4346, -0.1102, 1.4052)

=====

2.
Computed, not measured: C10H26N2O7PSn as an isolated structure at a distorted geometry, with ωB97M-V/def2-TZVPD.

## Properties
energy relative to the best compared isomer or geometry (same formula, charge and spin)	17.3	kcal/mol
LUMO level	1.9	eV
net charge	-1

Atoms and positions in Å:
Sn (10.9429, 17.1371, -2.9843)
P (13.3489, 18.6048, -0.9917)
O (13.5542, 18.0695, 0.4402)
O (11.8724, 19.1006, -1.1099)
O (12.6771, 17.7191, -7.5261)
O (10.5847, 19.5239, -3.7648)
O (13.5112, 17.4009, -1.9368)
O (10.8566, 15.0560, -5.1192)
O (14.2605, 19.8199, -1.3285)
N (13.4244, 18.3845, -4.5771)
N (10.2081, 17.6756, -5.7339)
C (10.1465, 15.3494, -6.3041)
C (14.1546, 16.2232, -5.5016)
C (9.3041, 16.6193, -6.1498)
C (10.6332, 19.9360, -5.0974)
C (13.8275, 18.2963, -6.9867)
C (12.3183, 18.2923, -8.7911)
C (9.7039, 19.0372, -5.9093)
C (11.3276, 20.3545, -2.8960)
C (14.2314, 17.7242, -5.5895)
C (11.2137, 13.6810, -4.9469)
H (15.0813, 15.9765, -6.0335)
H (13.6695, 19.3685, -6.8373)
H (8.4685, 16.5109, -5.4582)
H (8.6825, 19.2065, -5.5564)
H (15.2626, 18.0347, -5.3856)
H (10.4629, 21.0150, -5.1983)
H (13.5302, 18.0212, -3.6207)
H (13.2958, 15.8566, -6.0611)
H (11.1258, 17.6964, -6.1688)
H (11.6486, 19.8515, -5.5138)
H (11.1248, 20.1305, -1.8505)
H (13.0646, 18.0629, -9.5503)
H (10.9903, 21.3932, -3.0027)
H (9.5914, 19.3196, -6.9644)
H (11.9296, 19.2954, -8.6082)
H (9.4913, 14.5220, -6.5906)
H (14.7169, 18.0811, -7.5918)
H (8.9147, 16.8612, -7.1474)
H (13.6577, 19.3619, -4.4345)
H (11.4212, 17.7729, -9.1418)
H (12.3998, 20.2755, -3.0824)
H (14.3142, 15.8172, -4.5045)
H (11.9482, 13.3872, -5.6989)
H (10.9574, 15.4481, -7.0325)
H (11.6416, 13.4728, -3.9671)
H (10.3504, 13.0119, -4.9877)

=====

3.
Computed, not measured: an isolated molecule of C6H6, with ωB97M-V/def2-TZVPD.

## Properties
energy relative to the best compared isomer or geometry (same formula, charge and spin)	147.3	kcal/mol
LUMO level	0.9	eV
net charge	0

Atoms and positions in Å:
C (1.1912, -0.4755, 0.2440)
C (-0.1306, 0.1454, 0.1791)
C (-1.1875, -0.6994, -0.5348)
C (-0.2095, 1.9705, 0.1985)
C (2.2654, -1.0149, 0.3015)
C (0.0964, 1.4958, -0.9297)
H (-1.3308, -1.6431, 0.0020)
H (-0.4768, 0.2627, 1.2196)
H (3.2270, -1.4771, 0.3344)
H (-0.4383, 2.4971, 1.1048)
H (-2.1362, -0.1560, -0.5610)
H (-0.8704, -0.9055, -1.5583)

=====

4.
Computed, not measured: a 2-piece molecular cluster, CH5BrN2 overall at a distorted geometry, with ωB97M-V/def2-TZVPD.

## Properties
energy relative to the best compared isomer or geometry (same formula, charge and spin)	68.9	kcal/mol
LUMO level	-0.7	eV
net charge	0

Atoms and positions in Å:
Br (-2.2336, -0.1396, -0.0807)
N (0.1912, 1.5898, 0.3143)
N (-0.5887, -0.0895, -0.6685)
C (0.2709, -1.0814, -0.0242)
H (0.6457, -1.8411, -0.7589)
H (1.0425, 1.3875, -0.0928)
H (-0.1670, -1.5881, 0.7439)
H (1.0813, -0.6172, 0.6134)
H (-0.2424, 2.3797, -0.0466)

=====

5.
Computed, not measured: a 3-piece molecular cluster, C5H9NO overall at a distorted geometry, with ωB97M-V/def2-TZVPD.

## Properties
structure (SMILES)	C=C(C)C#N.[H][H].C=O
energy relative to the best compared isomer or geometry (same formula, charge and spin)	78.2	kcal/mol
LUMO level	0.2	eV
net charge	0

Atoms and positions in Å:
O (2.2317, -0.8504, 0.5834)
N (-0.7652, 2.6146, 0.8900)
C (-0.8840, 0.0778, -1.4503)
C (-0.9367, 1.5725, 0.4135)
C (-1.0964, 0.2500, -0.1444)
C (1.8474, 0.1959, 1.0468)
C (-1.4688, -0.8574, 0.8132)
H (-1.0967, -0.6529, 1.8219)
H (-0.6180, 0.9024, -2.1038)
H (1.6445, -0.7623, -2.4225)
H (-1.0454, -1.8075, 0.4747)
H (1.9229, -0.8103, -1.7305)
H (1.9428, 1.1591, 0.5110)
H (-2.5576, -0.9642, 0.8783)
H (1.3630, 0.2498, 2.0422)
H (-0.9621, -0.9098, -1.8946)

=====

6.
Computed, not measured: an isolated ion of composition C7H12N3O5 and charge +1 at a distorted geometry, with ωB97M-V/def2-TZVPD.

## Properties
structure (SMILES)	[NH2+]=C1NC(=O)C([C@@H](O)[C@H](O)[C@H]([O-])CO)=[NH+]1
energy relative to the best compared isomer or geometry (same formula, charge and spin)	79.4	kcal/mol
LUMO level (alpha / beta)	-5.1 / -5.4	eV
net charge	+1

Atoms and positions in Å:
O (-0.9408, 0.9158, 0.1327)
O (0.0922, 2.8077, -2.7584)
O (2.2533, -1.3690, -1.0690)
O (1.9267, 1.3498, -1.6875)
O (-0.8674, -2.4183, -1.0516)
N (-1.3686, -1.7241, 3.5181)
N (0.0975, -0.9034, 1.9559)
N (-1.5045, -2.2219, 1.1865)
C (-0.6513, -1.9152, 0.0156)
C (0.4122, -1.0799, 0.6034)
C (1.5197, -0.5121, -0.1979)
C (0.8745, 0.6934, -1.2521)
C (-0.0364, 1.6713, -0.5058)
C (-1.0265, -1.5735, 2.2368)
C (-0.7241, 2.4276, -1.7220)
H (-2.1405, -2.3180, 3.7580)
H (1.6824, -2.0720, -1.3570)
H (0.2277, 0.2725, -1.9966)
H (2.1807, 0.3087, 0.3471)
H (-1.3421, 3.3415, -1.3335)
H (-0.9237, -1.1272, 4.3084)
H (0.6355, 2.2245, 0.1329)
H (2.2023, 1.0960, -2.6033)
H (-1.4280, 1.7160, -1.9534)
H (-2.4441, -2.5434, 1.0068)
H (0.6931, -0.5276, 2.6474)
H (0.5999, 3.4811, -2.3614)

=====

7.
Computed, not measured: an isolated molecule of C6H9N at a distorted geometry, with ωB97M-V/def2-TZVPD.

## Properties
structure (SMILES)	CC#CC[C@H]1CN1
energy relative to the best compared isomer or geometry (same formula, charge and spin)	83.5	kcal/mol
LUMO level	1.1	eV
net charge	0

Atoms and positions in Å:
N (1.0429, -1.7133, 0.0201)
C (-2.6055, 0.7855, 0.3033)
C (-1.2585, 0.7446, -0.2339)
C (-0.2670, 0.8192, -0.9167)
C (1.1153, 0.5383, -1.2483)
C (1.7042, -0.4023, -0.0680)
C (0.8372, -0.7340, 1.0938)
H (-2.6677, 1.3094, 1.2613)
H (1.1694, -0.0189, -2.1943)
H (-3.1830, 1.3352, -0.4407)
H (1.6689, 1.4852, -1.3767)
H (1.6687, -2.4759, 0.2837)
H (2.7919, -0.3244, -0.0010)
H (1.1660, -0.9025, 2.1247)
H (-0.1541, -0.2279, 0.9819)
H (-3.0286, -0.2183, 0.4111)

=====

8.
Computed, not measured: C34H35F9GeLiNOPS as an isolated structure at a distorted geometry, with ωB97M-V/def2-TZVPD.

## Properties
energy relative to the best compared isomer or geometry (same formula, charge and spin)	10.5	kcal/mol
2S+1	2
LUMO level (alpha / beta)	-0.1 / -0.8	eV
net charge	0

Atoms and positions in Å:
Ge (1.5102, -2.0043, -1.0745)
S (2.5186, 1.3598, -2.9120)
P (-1.0061, 1.3097, 0.5101)
F (-5.4181, 5.2319, -2.7979)
F (-1.4038, -5.4081, 0.7472)
F (-3.5312, -5.0167, 0.4466)
F (0.0143, 3.6289, 6.6692)
F (-2.1699, -5.2156, -1.2542)
F (-0.2476, 1.4849, 7.1157)
F (-1.9411, 2.8788, 7.0409)
F (-6.0921, 3.2256, -3.2918)
F (-6.8997, 4.2157, -1.5631)
O (-0.4290, 1.3970, -2.4762)
N (-0.0040, 1.4671, -3.7309)
C (-2.2985, -4.7371, -0.0114)
C (1.5576, 1.3574, -5.4746)
C (3.7899, -1.9450, 3.3306)
C (2.5139, -1.2153, 3.1631)
C (-1.0340, 1.4297, -4.6330)
C (-2.1258, 2.0101, 4.4304)
C (-0.8249, 1.4576, -5.9720)
C (0.2758, 2.2248, 4.1301)
C (-2.2518, 1.8494, 3.0445)
C (3.1295, -2.1264, -2.1951)
C (-2.0035, -3.2543, 0.1332)
C (-1.5735, -1.3021, 1.5877)
C (-1.8749, -2.3597, -0.9525)
C (-5.7642, 4.0330, -2.2980)
C (-4.5488, 3.4139, -1.6289)
C (-3.7480, 1.6348, -0.3133)
C (2.1866, -0.9012, 1.6545)
C (0.1766, 2.0328, 2.7770)
C (5.2506, -3.4255, -0.3637)
C (-4.8418, 2.2768, -0.8521)
C (-1.6733, -1.0148, -0.7844)
C (-3.2774, 3.9954, -1.5832)
C (-0.8054, 2.5562, 6.4608)
C (-2.4467, 2.1095, -0.3649)
C (1.7404, -2.1682, 0.8840)
C (1.2961, 1.4761, -4.1140)
C (5.0707, -1.9505, -0.5463)
C (-2.2294, 3.3133, -1.0344)
C (-0.8565, 2.2448, 4.9434)
C (-1.1027, 1.8087, 2.2845)
C (-1.7883, -2.6739, 1.4211)
C (4.5235, -1.4245, -1.8131)
C (-1.5079, -0.4552, 0.4765)
C (0.5047, 1.3332, -6.3785)
Li (0.7819, 1.0241, -1.3040)
H (-2.1353, -2.6997, -1.9362)
H (4.2305, -3.9404, -0.0704)
H (-5.8638, 1.9970, -0.7030)
H (0.5716, -3.1056, -1.4815)
H (4.0522, -2.0607, 4.3379)
H (-3.2083, 4.9180, -2.1743)
H (-1.6782, 1.5038, -6.6123)
H (3.2771, -3.2163, -2.2134)
H (-1.3659, -0.9175, 2.5529)
H (0.6463, 1.3426, -7.4730)
H (5.2713, -1.4889, -2.5814)
H (-3.0100, 2.1394, 5.0531)
H (4.4595, -1.5395, 0.3027)
H (-3.2525, 1.6137, 2.5564)
H (-1.8368, -3.3091, 2.3079)
H (4.3460, -0.3738, -1.5634)
H (1.2337, 2.3462, 4.5540)
H (1.0927, 2.0204, 2.2657)
H (-2.0174, 1.4461, -4.1936)
H (0.8786, -2.5366, 1.3977)
H (-1.2793, 3.7991, -1.0531)
H (4.6803, -1.4321, 2.9184)
H (2.4401, -3.0121, 0.9929)
H (3.0102, -0.3640, 1.1549)
H (-1.7121, -0.3609, -1.6558)
H (6.0308, -1.4059, -0.4313)
H (1.6310, -1.8702, 3.4785)
H (2.5044, -0.3213, 3.7732)
H (5.5679, -3.8514, -1.3108)
H (2.5077, 1.2378, -5.8847)
H (3.5931, -2.9283, 2.8170)
H (5.9737, -3.6454, 0.3823)
H (1.3636, -0.1488, 1.6963)
H (2.7405, -1.8866, -3.1599)
H (-3.8646, 0.8687, 0.4227)